Computed, not measured: a cluster of 8 separate species, C33H82O24S5 in total in a non-equilibrium geometry, with ωB97M-V with the def2-TZVPD basis set.

As for the HOMO energy: -9.3530 eV. As for the gap between HOMO and LUMO: 9.583 eV.

Element x y z (Å)
O -23.4607 6.1725 4.7277
S -23.1522 5.0692 5.5877
O -21.8449 4.4889 5.5931
O -23.5265 5.5397 7.0696
C -22.9593 6.8209 7.4795
C -22.4073 6.6049 8.8577
C -24.3805 3.7932 5.4060
H -23.7972 7.5140 7.4661
H -22.1271 7.1910 6.8842
H -21.7724 5.7168 8.8343
H -23.1166 6.3713 9.6630
H -21.8767 7.4708 9.2568
H -23.9620 3.0335 4.7529
H -25.2685 4.2705 5.0100
H -24.5665 3.3377 6.3745
O -28.1125 19.8765 5.9059
S -27.3292 20.2103 4.7642
O -26.8765 21.5480 4.5545
O -26.0861 19.1878 4.8888
C -24.9079 19.4304 4.0990
C -23.7140 18.8136 4.7933
C -28.0962 19.5970 3.2797
H -24.7459 20.5102 3.9955
H -24.9884 19.0518 3.0717
H -22.7670 19.2298 4.4569
H -23.6621 17.7483 4.5379
H -23.7900 18.8197 5.8790
H -29.0256 20.1305 3.1113
H -28.2138 18.5243 3.3792
H -27.4316 19.8027 2.4410
O -14.6554 14.2659 8.4317
S -15.1841 15.3721 9.1510
O -15.2197 15.3560 10.5788
O -14.3669 16.6781 8.6173
C -14.6501 17.9154 9.2689
C -13.4018 18.5548 9.8926
C -16.8007 15.7697 8.4796
H -15.4816 17.9080 9.9724
H -14.9346 18.6231 8.4735
H -12.7034 18.9166 9.1466
H -12.9153 17.8245 10.5401
H -13.7816 19.3893 10.4850
H -17.4431 14.9384 8.7702
H -16.6431 15.8794 7.4173
H -17.2064 16.6280 9.0054
O -19.5041 8.0534 7.3742
S -18.5061 7.0370 7.4469
O -17.1319 7.3541 7.2412
O -18.7378 6.3543 8.8674
C -17.6939 5.5825 9.4840
C -18.0806 5.3555 10.9239
C -18.9180 5.6268 6.4179
H -16.6867 5.9996 9.4203
H -17.6421 4.6512 8.9033
H -18.8863 4.6346 11.0508
H -18.4193 6.3063 11.3423
H -17.2237 5.0373 11.5157
H -19.2906 5.8355 5.4212
H -19.6150 4.9254 6.8770
H -17.9969 5.0385 6.3709
O -24.7670 14.3939 11.7085
S -23.5412 14.7240 11.0631
O -22.6705 13.6741 10.6345
O -23.9777 15.5889 9.7665
C -22.9660 15.7930 8.7767
C -22.9107 14.7926 7.6540
C -22.7206 15.9903 12.0201
H -21.9976 15.9223 9.2890
H -23.0740 16.8300 8.4257
H -23.7583 14.8713 6.9748
H -22.9946 13.8196 8.1456
H -21.9657 14.8958 7.1366
H -23.1475 16.9169 11.6458
H -21.6529 15.9571 11.8519
H -23.0937 15.8391 13.0281
C -21.8683 9.4916 4.1855
O -21.1302 10.6828 4.2819
C -20.9310 11.0067 5.6412
C -20.5329 12.4445 5.8160
O -19.3529 12.6978 5.0542
C -18.7641 13.9207 5.3915
C -19.4813 15.2021 4.9656
O -19.9278 15.8849 6.1242
C -20.8813 16.8841 5.8969
H -22.0650 9.1725 3.1618
H -22.8064 9.6380 4.7367
H -21.3713 8.6030 4.6133
H -20.0805 10.4149 6.0305
H -21.7655 10.7393 6.3054
H -20.3368 12.6828 6.8712
H -21.3256 13.1366 5.4866
H -17.7487 13.9518 4.9821
H -18.5383 13.9398 6.4726
H -20.3002 14.9387 4.2864
H -18.7642 15.8426 4.4439
H -21.9144 16.5692 5.7048
H -20.5525 17.7224 5.2710
H -21.0387 17.3874 6.8679
C -24.4189 8.3824 1.0692
O -23.8099 7.3864 0.2753
C -23.6395 6.1525 0.9117
C -22.4584 5.4822 0.2711
O -21.2485 6.1363 0.3953
C -20.8103 6.3606 1.6993
C -19.3962 6.8879 1.6165
O -19.4072 8.0533 0.8290
C -18.1209 8.6692 0.8107
H -25.5178 8.2607 0.9917
H -24.2495 9.3329 0.5640
H -24.1551 8.3930 2.1275
H -24.5024 5.4784 0.9002
H -23.3766 6.3762 1.9551
H -22.6019 5.3812 -0.8064
H -22.4304 4.4317 0.6139
H -20.8524 5.4241 2.2723
H -21.4113 7.1224 2.2130
H -18.7416 6.0826 1.2417
H -18.9469 7.0968 2.5998
H -18.0647 9.4522 0.0469
H -17.2038 8.0832 0.8881
H -18.0324 9.3504 1.7042
C -30.4098 18.0332 0.9198
O -29.0538 17.5949 0.8442
C -28.8231 16.2203 0.7226
C -27.3286 16.1253 0.9633
O -26.8769 14.8315 0.7523
C -25.5530 14.7132 1.2072
C -25.2276 13.2374 1.3783
O -24.3848 13.0398 2.5148
C -23.0147 13.1681 2.2694
H -30.3735 19.1189 0.9533
H -30.8252 17.7394 1.8994
H -31.0044 17.5854 0.1219
H -29.2140 15.7920 -0.2041
H -29.3061 15.6624 1.5423
H -27.1383 16.5595 1.9506
H -26.8800 16.8292 0.2455
H -25.4261 15.2564 2.1461
H -24.8331 15.1432 0.4935
H -24.7789 12.7608 0.5021
H -26.1462 12.7069 1.6419
H -22.6255 14.2034 2.3376
H -22.7555 12.8989 1.2293
H -22.4105 12.5538 2.9305

Here are the Mulliken charges for atoms 1 to 2, given in e: -0.58 1.40

=====

Computed, not measured: a cluster of 7 separate species, C33H85N7O13 in total in a non-equilibrium geometry, with ωB97M-V with the def2-TZVPD basis set.

As for the HOMO energy: -8.3726 eV. As for the gap between HOMO and LUMO: 8.959 eV.

Element x y z (Å)
C -4.5915 4.0014 0.0161
C -3.3207 3.3999 0.6402
O -3.3691 2.0518 0.6886
O -4.3493 4.6541 -1.2561
H -5.0923 4.7485 0.6318
H -5.2343 3.2139 -0.3773
H -3.1533 3.8609 1.6136
H -2.4222 3.6970 0.0993
H -2.4855 1.6813 0.6275
H -4.2984 5.6051 -1.1356
C -0.0461 0.2198 -0.5817
O -0.5618 0.9257 0.2529
N 0.2718 -1.0199 -0.4054
N 0.3336 0.7079 -1.7459
H -0.1517 -1.4493 0.4048
H 0.7893 -1.5788 -1.0687
H -0.0130 1.5991 -2.0710
H 0.8090 0.1438 -2.4357
C 2.8465 -3.9756 11.4479
O 1.4599 -3.7601 11.1518
C 1.2619 -3.9081 9.7715
C 2.0803 -2.9830 8.8760
N 1.5745 -2.8643 7.5275
C 2.2781 -1.9435 6.6220
C 1.8514 -2.0807 5.1690
O 2.0090 -0.9340 4.3770
C 1.3766 -1.0472 3.0938
H 3.5409 -3.2207 11.0790
H 3.1421 -4.9287 11.0094
H 3.0825 -4.0901 12.5059
H 0.1823 -3.8492 9.6335
H 1.3258 -4.9110 9.3493
H 3.1254 -3.2852 8.8091
H 2.0685 -1.9943 9.3347
H 0.7017 -2.3564 7.5072
H 3.3160 -2.2368 6.7798
H 2.1024 -0.9293 6.9806
H 0.7918 -2.3362 5.1830
H 2.2953 -2.9501 4.6840
H 1.7934 -1.9011 2.5598
H 1.5596 -0.0853 2.6149
H 0.3067 -1.2551 3.1081
C 5.0793 -1.9233 -1.3360
O 4.4256 -1.8301 -2.5685
C 3.1771 -2.4883 -2.6041
C 2.4379 -2.0928 -3.8729
N 2.2591 -0.6603 -3.8312
C 1.7364 -0.2244 -5.1085
C 1.7359 1.2948 -5.0404
O 3.1375 1.7831 -4.9285
C 3.2177 3.2164 -4.7388
H 4.5634 -1.3904 -0.5373
H 6.0607 -1.4553 -1.4126
H 5.0674 -2.9441 -0.9539
H 2.4828 -2.2689 -1.7929
H 3.2721 -3.5725 -2.6643
H 1.5020 -2.6166 -4.0674
H 3.1857 -2.3113 -4.6352
H 3.1628 -0.2914 -3.5716
H 0.6725 -0.4242 -5.2357
H 2.2499 -0.5008 -6.0294
H 1.1823 1.4944 -4.1230
H 1.2768 1.8558 -5.8544
H 2.8385 3.3861 -3.7310
H 2.7181 3.8454 -5.4756
H 4.2117 3.6265 -4.5607
C -0.7501 -3.4119 -2.4059
O 0.5147 -3.7503 -1.9332
C 0.6918 -4.9410 -1.2617
C -0.1005 -4.9371 0.0667
N 0.5757 -4.0482 1.0145
C -0.1525 -4.1505 2.3432
C -1.5620 -3.5375 2.2373
O -1.5474 -2.3974 1.3987
C -2.5337 -1.4385 1.7167
H -1.0427 -4.0869 -3.2102
H -0.7436 -2.3830 -2.7659
H -1.4739 -3.2970 -1.5991
H 1.7459 -5.2061 -1.3430
H 0.3621 -5.7609 -1.8999
H -0.1458 -5.8551 0.6525
H -1.1184 -4.5471 0.0604
H 0.2938 -3.1933 0.5564
H 0.4366 -3.7404 3.1636
H -0.4365 -5.1873 2.5232
H -1.7223 -3.2873 3.2860
H -2.3167 -4.2873 2.0000
H -3.5188 -1.9041 1.6878
H -2.5406 -0.4803 1.1972
H -2.4569 -1.0812 2.7436
C -5.5810 -0.2074 -0.5609
O -4.9817 -0.9293 -1.7081
C -3.5661 -0.8645 -1.9602
C -3.3005 0.5580 -2.4355
N -3.9998 0.8884 -3.6194
C -4.5341 2.3079 -3.5773
C -5.2078 2.8093 -4.9092
O -6.2492 3.6797 -4.5850
C -5.9370 5.0643 -4.5517
H -5.4471 0.8575 -0.7507
H -5.1376 -0.3785 0.4200
H -6.6686 -0.2785 -0.5500
H -3.2730 -1.7055 -2.5887
H -2.8288 -1.0332 -1.1753
H -2.2539 0.6533 -2.7246
H -3.4390 1.2891 -1.6391
H -4.8325 0.3362 -3.7667
H -3.6946 2.9520 -3.3154
H -5.2052 2.5040 -2.7412
H -5.6166 1.9544 -5.4478
H -4.5377 3.2920 -5.6206
H -5.0905 5.3287 -5.1853
H -5.8057 5.3278 -3.5022
H -6.8247 5.6659 -4.7468
C -0.6123 3.6107 -4.2150
O -0.0019 3.3564 -2.9391
C 0.2372 4.5823 -2.1939
C 1.0278 4.3248 -0.9127
N 2.4240 3.8853 -1.0396
C 2.9897 3.3327 0.2169
C 4.5418 3.3834 0.1532
O 5.1918 2.9309 1.3463
C 4.9764 1.4990 1.5650
H 0.0798 4.1435 -4.8672
H -1.5624 4.1433 -4.1729
H -0.6964 2.6988 -4.8061
H 0.7933 5.2868 -2.8125
H -0.7703 4.9519 -2.0029
H 1.1818 5.1818 -0.2570
H 0.4095 3.6266 -0.3484
H 2.4006 3.1857 -1.7677
H 2.6390 3.8945 1.0826
H 2.7296 2.2932 0.4167
H 4.8715 2.7313 -0.6557
H 4.9778 4.3577 -0.0676
H 3.9447 1.1930 1.7383
H 5.5917 1.2063 2.4158
H 5.3492 0.8943 0.7383

Here are the Mulliken charges for atoms 1 to 2, given in e: -0.42 0.23

=====

Computed, not measured: a cluster of 8 separate species, C33H87N11O13 in total in a non-equilibrium geometry, with ωB97M-V with the def2-TZVPD basis set.

As for the HOMO energy: -8.2556 eV. As for the gap between HOMO and LUMO: 8.669 eV.

Element x y z (Å)
C -0.8182 -2.2559 2.6328
O -0.3112 -1.1473 3.3394
C -0.5247 -1.2123 4.7480
C 0.1349 0.0340 5.3596
N 1.5934 -0.0676 5.2019
C 2.2674 1.1289 5.7173
C 2.1543 1.4471 7.2075
O 0.8491 1.9141 7.5618
C 0.4463 1.7815 8.8958
H -0.2413 -3.1613 2.8315
H -0.8092 -2.1027 1.5529
H -1.8861 -2.3249 2.8708
H -0.2781 -2.2093 5.1263
H -1.6178 -1.1373 4.8359
H -0.1776 0.2579 6.3719
H -0.2235 0.7446 4.6009
H 1.7237 -0.0641 4.1969
H 1.7859 1.9547 5.1716
H 3.2916 1.0125 5.3606
H 2.6874 2.3518 7.5218
H 2.3471 0.5739 7.8415
H 0.5571 0.7474 9.2328
H -0.5908 2.0851 9.0369
H 0.9979 2.5035 9.5108
C -2.2116 -0.7091 -6.1528
O -2.1316 -1.8785 -6.9271
C -0.8557 -2.1280 -7.5623
C 0.2612 -2.2284 -6.5616
N 0.2058 -3.3167 -5.6003
C 0.5993 -4.6231 -6.1762
C 1.2425 -5.4976 -5.0846
O 1.8951 -4.7548 -4.0938
C 1.9176 -5.2969 -2.7915
H -3.2349 -0.3787 -5.9820
H -1.6150 0.0761 -6.6305
H -1.7972 -0.9374 -5.1633
H -0.7715 -1.2868 -8.2585
H -1.0929 -2.9846 -8.1912
H 0.3071 -1.3637 -5.8909
H 1.2583 -2.1523 -7.0233
H 0.8581 -3.1782 -4.8393
H 1.3613 -4.4198 -6.9365
H -0.2631 -5.1689 -6.5544
H 1.8706 -6.2611 -5.5611
H 0.4749 -6.1066 -4.5901
H 2.2429 -4.5011 -2.1198
H 2.8460 -5.8873 -2.8066
H 1.0947 -5.8684 -2.3660
C -2.9308 1.6974 2.3040
O -1.9037 2.6359 2.0767
C -2.1371 3.8985 2.6764
C -0.8113 4.6251 2.9051
N 0.1748 3.8109 3.5617
C 1.5452 4.2926 3.6902
C 2.2055 4.9179 2.4441
O 1.5654 6.1359 2.0661
C 1.8542 6.4885 0.7165
H -3.1015 1.6390 3.3852
H -2.6099 0.7054 1.9877
H -3.8391 2.0123 1.7818
H -2.5412 3.7103 3.6845
H -2.9377 4.4764 2.2073
H -1.1583 5.5055 3.4494
H -0.4421 4.7846 1.8833
H 0.0323 2.8655 3.2316
H 2.0964 3.4504 4.1151
H 1.5623 4.9478 4.5668
H 2.3381 4.2396 1.6014
H 3.1311 5.2660 2.9230
H 2.9028 6.3941 0.4130
H 1.7560 7.5745 0.7769
H 1.2244 5.9932 -0.0218
C -0.5253 0.1902 -2.2389
O -0.1252 1.5551 -2.2932
C -0.6628 2.2988 -1.2039
C 0.2050 2.0872 0.0447
N 1.6226 1.8482 -0.1314
C 2.2177 1.1494 1.0237
C 2.0323 -0.3523 0.8236
O 2.6253 -0.6616 -0.4112
C 2.8104 -2.0661 -0.5602
H -0.3990 -0.1754 -3.2627
H -1.5775 0.0268 -2.0047
H 0.2163 -0.2826 -1.5858
H -1.6794 2.0295 -0.8984
H -0.8283 3.3236 -1.5458
H -0.1755 1.1716 0.5226
H 0.1768 2.9418 0.7215
H 1.7923 1.3039 -0.9679
H 1.7369 1.5048 1.9355
H 3.3008 1.2685 1.0949
H 0.9571 -0.5648 0.8701
H 2.4558 -0.8941 1.6783
H 3.0439 -2.3860 -1.5720
H 1.8896 -2.5622 -0.2386
H 3.5738 -2.4385 0.1296
C -10.1335 2.2160 -1.6707
O -9.3661 3.3767 -1.8157
C -8.2298 3.2631 -2.6510
C -7.1176 2.4777 -1.9588
N -6.9098 1.1527 -2.4705
C -6.3515 0.1127 -1.6307
C -4.8988 0.3884 -1.1746
O -3.9399 0.1868 -2.1866
C -3.6868 1.3053 -3.0090
H -9.4705 1.4692 -1.2097
H -10.5968 1.8226 -2.5791
H -10.9253 2.2360 -0.9187
H -7.9734 4.3102 -2.8194
H -8.4804 2.8689 -3.6422
H -7.1267 2.6050 -0.8708
H -6.2130 3.1217 -1.9897
H -6.7768 1.0597 -3.4593
H -6.2756 -0.7369 -2.3151
H -7.0132 -0.2221 -0.8293
H -4.6389 -0.4224 -0.4866
H -4.8143 1.3525 -0.6644
H -4.5513 1.9074 -3.2914
H -3.2769 1.0637 -3.9952
H -2.8654 1.9021 -2.6058
C 6.3719 -5.0766 -1.4934
O 6.8691 -6.0195 -2.1074
N 7.0371 -3.9327 -1.1803
N 5.0988 -5.0180 -1.0542
H 6.5665 -3.1500 -0.7532
H 7.9392 -3.7881 -1.5961
H 4.8182 -4.3520 -0.3598
H 4.4860 -5.7963 -1.2216
C 2.4380 -4.8589 1.9598
O 1.5298 -4.8509 1.1274
N 2.4895 -4.0752 3.0610
N 3.5109 -5.7000 1.8083
H 3.3638 -4.1909 3.5383
H 1.7260 -3.5401 3.4231
H 3.4650 -6.4064 1.0993
H 4.0655 -5.7953 2.6386
C 6.2260 -0.1212 -1.0424
O 6.2994 -1.2322 -0.5295
N 5.0591 0.6151 -1.1668
N 7.3191 0.6183 -1.3938
H 4.1861 0.1764 -0.8554
H 5.0671 1.5972 -1.3532
H 8.2437 0.2932 -1.6033
H 6.9784 1.4017 -1.9203

Here are the Mulliken charges for atoms 1 to 2, given in e: -1.11 0.33

=====

Which value of HOMO energy does entry 3 give?
-8.2556 eV

=====

Among the records above, which one has the highest HOMO energy?
C33H87N11O13